Run one
17
Properties=species:S:1:pos:R:3:mulliken_charge:R:1 method="wB97M-V/def2-TZVPD" multiplicity=1 lumo_ev="-0.8 / -0.3" homo_lumo_gap_ev="8.63 / 7.79" homo_ev="-9.47 / -8.06" total_charge=0
C 1.30 0.03 1.38 -0.600
C 0.24 -2.02 0.63 -0.664
N 0.88 1.50 -2.06 -0.495
N -1.86 1.98 -1.69 -0.614
N 0.07 -0.65 1.04 -0.308
O -0.93 0.06 -3.23 -0.551
P -0.63 0.72 -1.94 0.604
H 2.03 -0.20 0.54 0.253
H 1.06 1.07 1.51 0.221
H 1.68 -0.33 2.41 0.290
H -0.66 -2.23 -0.12 0.215
H 1.16 -2.18 0.04 0.297
H 0.12 -2.84 1.38 0.301
H 1.79 0.99 -2.04 0.251
H 1.10 2.37 -1.62 0.254
H -2.71 1.52 -2.06 0.269
H -2.03 2.19 -0.76 0.278



Run two
17
Properties=species:S:1:pos:R:3:mulliken_charge:R:1 method="wB97M-V/def2-TZVPD" multiplicity=1 lumo_ev=1.1 homo_lumo_gap_ev=9.75 homo_ev=-8.69 smiles="NP(N)O.C=NC" total_charge=0
N 1.82 1.70 -0.45 -0.558
P 2.25 0.28 0.49 0.210
N 3.20 0.97 1.64 -0.697
O 0.92 0.16 1.38 -0.382
H 2.28 1.66 -1.30 0.239
H 2.13 2.62 -0.08 0.264
H 2.55 1.36 2.33 0.332
H 3.54 0.08 2.19 0.305
H 0.19 -0.20 0.97 0.339
C -2.74 0.42 0.32 -0.389
N -1.79 -0.27 -0.02 -0.231
C -1.70 -1.17 -1.13 -0.857
H -2.63 1.11 1.15 0.240
H -3.75 0.36 -0.02 0.276
H -2.57 -1.06 -1.74 0.399
H -0.80 -0.69 -1.59 0.266
H -1.67 -2.24 -0.84 0.246



run two is preferred energetically. Next in line: 0.0659 hartree higher.



Run one
11
Properties=species:S:1:pos:R:3:mulliken_charge:R:1 method="wB97M-V/def2-TZVPD" multiplicity=1 lumo_ev=0.5 homo_lumo_gap_ev=9.82 homo_ev=-9.28 smiles=Nn1nncc1O total_charge=0
N 1.31 -1.36 0.01 -0.788
N 0.17 -0.60 -0.11 0.640
N -1.11 -1.18 -0.05 -0.469
N -1.94 -0.22 -0.01 -0.262
C -1.28 1.00 0.00 -0.700
C 0.08 0.72 -0.10 0.729
O 1.26 1.44 -0.05 -0.492
H 1.25 -2.09 -0.73 0.295
H 1.15 -1.90 0.88 0.287
H -1.88 1.86 0.00 0.425
H 0.99 2.33 0.16 0.335



Run two
11
Properties=species:S:1:pos:R:3:mulliken_charge:R:1 method="wB97M-V/def2-TZVPD" multiplicity=1 lumo_ev=0.7 homo_lumo_gap_ev=9.60 homo_ev=-8.85 smiles=Nc1n[nH]c(O)n1 total_charge=0
N 2.17 0.47 0.11 -0.487
C 0.84 0.04 0.03 0.418
N 0.48 -1.23 0.05 -0.718
N -0.88 -1.13 0.06 0.213
C -1.23 0.17 0.01 0.578
O -2.51 0.55 0.02 -0.490
N -0.18 0.95 -0.02 -0.609
H 2.79 -0.29 0.38 0.269
H 2.49 0.90 -0.75 0.241
H -1.47 -1.94 0.07 0.226
H -2.50 1.52 0.05 0.361



run two is preferred energetically. Next in line: 0.0913 hartree higher.



Run one
11
Properties=species:S:1:pos:R:3:mulliken_charge:R:1 method="wB97M-V/def2-TZVPD" multiplicity=1 lumo_ev=0.0 homo_lumo_gap_ev=10.78 homo_ev=-10.76 smiles=NCc1nnon1 total_charge=0
N -1.38 0.61 1.22 -0.636
C -0.51 -0.63 0.75 -0.462
C 0.36 -0.21 -0.28 0.568
N 0.97 0.94 -0.48 -0.101
N 1.55 1.01 -1.54 -0.238
O 1.53 -0.29 -2.01 -0.028
N 0.70 -1.05 -1.22 -0.321
H -1.79 0.91 0.26 0.293
H -0.54 1.27 1.35 0.353
H 0.20 -1.09 1.47 0.247
H -1.09 -1.46 0.48 0.324



Run two
11
Properties=species:S:1:pos:R:3:mulliken_charge:R:1 method="wB97M-V/def2-TZVPD" multiplicity=1 lumo_ev=0.9 homo_lumo_gap_ev=10.30 homo_ev=-9.45 smiles="Cn1nn[nH]c1=O" total_charge=0
C -0.52 -0.28 -1.98 -0.855
N -0.20 0.31 -0.66 0.340
N -1.18 0.83 0.07 -0.300
N -0.95 0.63 1.33 -0.343
N 0.26 0.08 1.47 0.059
C 0.79 -0.37 0.24 0.374
O 1.75 -1.06 -0.11 -0.579
H 0.22 -0.94 -2.12 0.432
H -1.61 -0.52 -1.92 0.279
H -0.49 0.62 -2.54 0.281
H 0.78 0.22 2.43 0.312



run two is preferred energetically. Next in line: 0.0646 hartree higher.



Run one
11
Properties=species:S:1:pos:R:3:mulliken_charge:R:1 method="wB97M-V/def2-TZVPD" multiplicity=1 lumo_ev=0.7 homo_lumo_gap_ev=10.51 homo_ev=-9.76 smiles=Cn1nnc(O)n1 total_charge=0
C 1.97 -0.35 0.00 -0.681
N 0.53 0.09 0.13 0.853
N 0.18 1.37 0.07 -0.414
N -1.14 1.38 -0.02 -0.380
C -1.51 0.08 0.01 0.554
O -2.71 -0.51 0.07 -0.493
N -0.49 -0.75 0.00 -0.653
H 1.78 -1.19 -0.83 0.293
H 2.63 0.49 -0.38 0.292
H 2.27 -0.76 1.05 0.250
H -3.50 0.16 -0.10 0.379



Run two
11
Properties=species:S:1:pos:R:3:mulliken_charge:R:1 method="wB97M-V/def2-TZVPD" multiplicity=1 lumo_ev=0.7 homo_lumo_gap_ev=9.49 homo_ev=-8.79 smiles=Nc1nnc(N)o1 total_charge=0
N 0.45 -0.33 2.35 -0.565
C 0.08 -0.34 0.94 0.400
N -0.25 -1.38 0.34 -0.294
N -0.57 -0.98 -0.95 -0.439
C -0.14 0.24 -1.01 0.571
N -0.17 1.04 -2.17 -0.519
O 0.23 0.72 0.10 -0.329
H -0.01 -1.31 2.68 0.347
H -0.02 0.38 2.92 0.274
H 0.57 1.63 -2.27 0.237
H -0.17 0.33 -2.94 0.315



run two is preferred energetically. Next in line: 0.0290 hartree higher.